Molecular formula: C4H16N2O2
Method: DFT, ωB97M-V with the def2-TZVPD basis set

Atoms and positions in Å:
O -1.46684 3.42076 2.62789
O -2.04562 -0.37690 4.20116
N 0.24085 -0.84663 -1.61215
N 0.18109 0.98396 1.16183
C 1.01322 0.29092 -1.22077
C 1.27530 0.45399 0.33226
C 1.02492 -2.15167 -1.65753
C -0.57436 -0.69346 -2.86621
H -0.02143 0.38858 2.06306
H -1.45418 -0.11521 -2.50995
H -2.00004 0.24574 3.52880
H 2.01421 0.13976 -1.63461
H 2.07551 1.26438 0.44121
H 1.91386 -2.13354 -2.26434
H -0.83198 2.63644 2.53693
H 0.48792 -3.09489 -1.77165
H -1.58885 -1.19513 4.13675
H 1.44920 -2.13866 -0.59337
H -2.32218 3.06492 2.20886
H -0.72719 -1.75459 -3.26389
H -0.64052 1.18898 0.56568
H 1.53325 -0.50747 0.81171
H 0.40592 1.22810 -1.53458
H 0.05795 -0.29839 -3.68710

Output
M   124.18 g mol⁻¹
E_HOMO   -8.61 eV
Orbital gap   9.12 eV
Structure (SMILES)   CN(C)CCN.O.O
LUMO level   0.0185 Eh
Energy above the lowest of the compared OMol25 structures with the same formula, charge and spin   253.6 kJ/mol